Record 1
15
Properties=species:S:1:pos:R:3:forces:R:3 method="wB97M-V/def2-TZVPD" spin_multiplicity=1 charge=0 gap_ev=10.4 smiles="O=C(O)CCO.O" relative_energy_kcal_mol=27.38 lumo_ev=0.48
O 0.8542 -1.3507 0.1804 0.5 1.5 0.0
C 1.2087 -0.2316 0.5120 0.4 -0.9 1.0
O 2.4221 0.0029 1.0991 0.8 -2.0 -0.3
C 0.4185 1.0490 0.5324 0.3 3.2 0.2
C -0.4584 1.3387 -0.6999 -3.7 0.1 2.7
O -1.7316 0.5109 -0.4242 2.8 0.0 -2.6
H 2.9632 -0.8668 1.1564 -1.5 1.8 -0.2
H -0.2276 1.1178 1.4414 0.4 -0.6 -0.7
H 1.1076 1.9695 0.6889 -0.6 -1.8 -0.3
H -0.8940 2.4247 -0.7764 1.4 -2.0 0.2
H 0.0374 1.0264 -1.5761 0.3 -0.2 -1.3
H -1.5390 -0.3267 -0.9690 -1.1 1.4 1.7
O -1.7495 -2.1258 -0.5514 1.5 -0.9 -1.4
H -0.8556 -2.2709 -0.9927 -1.6 0.1 1.1
H -1.5561 -2.2672 0.3791 0.1 0.2 0.1

***

Record 2
47
Properties=species:S:1:pos:R:3:forces:R:3 method="wB97M-V/def2-TZVPD" spin_multiplicity=1 charge=+1 gap_ev=6.4 relative_energy_kcal_mol=12.30 lumo_ev=-5.45
C 1.2184 2.0273 0.2494 0.3 -0.4 1.3
C 0.5336 1.3763 -0.9269 -0.4 1.7 -0.5
C -0.8502 1.5845 -1.2454 0.0 -0.3 0.2
C -1.3125 2.0885 -2.5289 0.1 -0.9 -0.2
C -0.3567 2.6872 -3.5266 0.0 0.2 -0.4
C -2.6708 2.0691 -2.8073 0.4 -0.1 0.0
C -3.6102 1.6028 -1.8804 0.0 0.3 0.1
C -5.0676 1.5338 -2.2176 -0.3 0.0 0.2
C -3.1771 1.2954 -0.5942 0.0 -0.1 0.3
C -1.8315 1.2768 -0.2537 -0.3 0.4 0.1
C -1.4636 0.9082 1.1465 -0.2 -0.2 0.6
H 2.2134 2.3964 -0.0491 -0.4 -0.2 -0.1
H 0.6641 2.8791 0.6960 0.1 -0.6 -0.6
H 1.4000 1.3086 1.0909 -0.1 0.8 -0.8
H 1.1793 1.1529 -1.7753 0.0 0.1 0.1
H -0.8578 2.8936 -4.4903 0.1 -0.1 0.6
H 0.0213 3.6444 -3.1301 0.0 -0.3 -0.2
H 0.5071 2.0537 -3.7683 -0.1 0.0 0.3
H -3.0435 2.4003 -3.7752 0.3 0.1 0.1
H -5.6352 1.1640 -1.3551 0.1 0.2 -0.3
H -5.4493 2.5286 -2.4896 0.1 -0.3 0.0
H -5.2700 0.8588 -3.0595 0.2 0.2 0.1
H -3.9312 1.0832 0.1742 0.4 -0.1 -0.3
H -2.3609 0.5533 1.6702 0.3 0.1 -0.1
H -0.7192 0.0987 1.1936 -0.2 0.3 0.0
H -1.0982 1.7794 1.7159 0.0 -0.3 -0.3
C 0.5837 -2.9809 -0.6469 -0.2 0.3 -0.3
Si 1.6998 -1.6642 0.0349 0.2 -0.8 0.9
C 3.4020 -1.7624 -0.7009 0.0 0.4 -0.3
H 1.0620 -0.2637 -0.2843 0.0 -0.6 -0.1
C 1.8435 -1.8909 1.9077 -0.3 0.8 -0.9
C 2.3226 -3.1139 2.3740 0.0 0.1 0.6
C 2.4410 -3.3383 3.7463 -0.1 0.4 0.2
C 2.0945 -2.3270 4.6575 -0.1 0.2 -0.2
C 1.6276 -1.0902 4.1759 0.0 -0.1 0.1
C 1.4984 -0.8730 2.8006 0.2 -0.5 0.6
H -0.4382 -2.8507 -0.2599 0.2 -0.1 -0.2
H 0.5972 -2.8798 -1.7404 -0.3 -0.2 0.2
H 0.9291 -3.9899 -0.3859 0.0 0.3 0.0
H 4.0323 -0.9497 -0.3093 -0.1 -0.3 -0.3
H 3.8922 -2.7199 -0.4751 -0.2 0.2 0.0
H 3.2954 -1.6768 -1.7903 0.3 0.0 0.1
H 2.6068 -3.8921 1.6722 0.0 0.0 0.1
H 2.8041 -4.2954 4.1121 -0.1 0.2 -0.1
H 2.1859 -2.4946 5.7441 0.0 0.1 -0.7
H 1.3566 -0.2825 4.8629 0.1 -0.4 -0.1
H 1.1319 0.0910 2.4415 0.1 -0.4 0.2

***

Record 3
118
Properties=species:S:1:pos:R:3:forces:R:3 method="wB97M-V/def2-TZVPD" spin_multiplicity=1 charge=+1 gap_ev=7.5 relative_energy_kcal_mol=0.00 lumo_ev=-2.60
Zr 0.6331 -0.2522 -0.4541 -0.3 -0.1 0.6
C -2.6802 2.3687 2.5035 0.0 0.0 0.0
N -1.8122 1.7174 1.5151 -0.1 0.0 0.1
P -2.3376 0.4880 0.4541 0.1 0.0 -0.2
C -3.5040 1.3075 -0.6945 0.0 0.1 0.1
C -4.1226 0.5075 -1.6537 0.0 0.0 0.0
C -4.9759 1.0643 -2.5937 0.0 0.0 0.0
C -5.2302 2.4296 -2.5834 0.0 0.0 0.0
C -4.6197 3.2349 -1.6330 0.0 0.0 0.0
C -3.7573 2.6769 -0.6981 0.0 0.0 0.0
C -3.5535 -0.5234 1.3745 -0.1 0.0 0.0
C -4.7978 0.0161 1.7162 0.0 0.0 0.0
C -5.7388 -0.7424 2.3918 0.0 0.0 0.0
C -5.4613 -2.0651 2.7140 0.0 0.0 0.0
C -4.2457 -2.6222 2.3517 0.0 0.0 0.0
C -3.2960 -1.8569 1.6872 0.0 0.0 0.0
P -0.1234 1.9048 1.4416 0.1 0.0 0.0
C 0.4927 1.6839 3.1386 0.0 0.0 0.0
C 1.7551 2.1799 3.4725 0.0 0.0 0.0
C 2.2892 1.9521 4.7300 0.0 0.0 0.0
C 1.5625 1.2369 5.6741 0.0 0.0 0.0
C 0.3057 0.7478 5.3536 0.0 0.0 0.0
C -0.2259 0.9644 4.0892 0.0 0.0 0.0
C 0.1878 3.6844 1.1842 -0.1 0.1 0.1
C 0.0237 4.5957 2.2349 0.1 0.0 0.0
C 0.2026 5.9532 2.0286 0.0 0.0 0.0
C 0.5650 6.4232 0.7720 0.0 0.0 0.0
C 0.7557 5.5304 -0.2699 0.0 0.0 0.0
C 0.5672 4.1699 -0.0656 0.0 0.0 0.0
H -2.9463 1.6846 3.3098 0.0 0.0 0.0
H -3.6016 2.7151 2.0384 0.0 0.0 0.0
H -2.1806 3.2331 2.9285 0.1 0.1 0.0
H -3.9395 -0.5617 -1.6653 0.0 0.0 0.0
H -5.4485 0.4299 -3.3332 0.0 0.0 0.0
H -5.9019 2.8631 -3.3129 0.0 0.0 0.0
H -4.8146 4.2999 -1.6164 0.0 0.0 0.0
H -3.2585 3.3256 0.0133 0.0 0.0 0.0
H -5.0481 1.0314 1.4345 0.0 0.0 0.0
H -6.6935 -0.3058 2.6553 0.0 0.0 0.0
H -6.1979 -2.6607 3.2379 0.0 0.0 0.0
H -4.0246 -3.6550 2.5897 0.0 0.0 0.0
H -2.3511 -2.3042 1.4228 0.0 0.0 0.0
H 2.3155 2.7647 2.7522 0.0 0.0 0.0
H 3.2681 2.3427 4.9776 0.0 0.0 0.0
H 1.9753 1.0659 6.6601 0.0 0.0 0.0
H -0.2648 0.1923 6.0869 0.0 0.0 0.0
H -1.2003 0.5599 3.8448 0.1 0.0 0.0
H -0.2022 4.2426 3.2326 0.0 0.0 0.0
H 0.0750 6.6433 2.8527 0.0 0.0 0.0
H 0.7136 7.4836 0.6141 0.0 0.0 0.0
H 1.0670 5.8842 -1.2443 0.0 0.0 0.0
H 0.7439 3.4866 -0.8813 0.1 0.0 0.0
Cl 2.7841 -2.1283 -4.5729 0.0 0.0 0.0
C 1.7755 -0.7238 -4.5548 0.0 0.0 -0.1
C 1.5657 -0.0109 -5.7499 0.0 0.0 0.0
C 0.7720 1.0983 -5.7554 0.0 0.1 0.0
Cl 0.5348 1.9708 -7.2335 0.0 0.0 0.0
C 0.1396 1.5488 -4.5681 0.0 0.0 -0.1
C -0.6733 2.7016 -4.4761 0.0 0.0 0.0
C -1.1912 3.0567 -3.2659 0.0 0.0 0.0
C -0.9266 2.2522 -2.1433 -0.1 0.0 0.0
N -0.2180 1.1504 -2.1928 0.2 0.1 -0.2
C 0.3514 0.8093 -3.3927 -0.1 0.0 0.0
C 1.1998 -0.3292 -3.3703 0.1 -0.1 0.1
O 1.3936 -0.9517 -2.2239 0.2 -0.1 -0.2
H 2.0484 -0.3434 -6.6583 0.0 0.0 0.0
H -0.8580 3.2945 -5.3613 0.0 0.0 0.0
H -1.8012 3.9401 -3.1428 0.0 0.0 0.0
H -1.3094 2.5461 -1.1784 0.0 0.0 0.0
S 3.6874 2.6691 -2.6679 -0.1 -0.1 0.1
C 2.7770 1.9097 -1.5942 0.1 0.1 0.0
N 2.0974 1.3672 -0.7951 -0.2 -0.1 -0.1
C -2.3250 -4.4992 -2.8857 0.0 0.0 0.0
N -1.7593 -3.2147 -3.2934 0.0 0.1 0.0
C -1.3729 -3.0123 -4.6920 0.0 0.0 0.0
C -1.4476 -2.3192 -2.3960 0.0 0.0 0.0
N -1.1824 -1.5149 -1.6070 0.1 0.1 0.1
H -3.1901 -4.7259 -3.5080 0.0 0.0 0.0
H -2.6414 -4.4408 -1.8470 0.0 0.0 0.0
H -1.5839 -5.2932 -2.9926 0.0 0.0 0.0
H -2.2529 -3.0879 -5.3304 0.0 0.0 0.0
H -0.6397 -3.7634 -4.9897 0.0 0.0 0.0
H -0.9275 -2.0260 -4.8032 0.0 0.0 0.0
C -0.0521 -6.4226 1.1899 0.0 0.0 0.0
C 0.3169 -5.0619 0.6878 0.0 0.0 0.0
C 0.9344 -4.8808 -0.5571 0.0 0.0 0.0
C 1.2108 -3.5901 -0.9462 0.0 0.0 0.1
N 0.9352 -2.5697 -0.1340 -0.1 0.2 -0.3
C 0.3393 -2.8175 1.0473 0.1 0.0 0.0
S 0.0380 -1.3730 1.9348 -0.1 0.0 -0.1
N 0.0100 -4.0347 1.4785 0.1 0.0 0.0
H 0.3051 -7.2124 0.5322 0.0 0.0 0.0
H -1.1378 -6.4932 1.2767 0.0 0.0 0.0
H 0.3586 -6.5671 2.1888 0.0 0.0 0.0
H 1.1819 -5.7220 -1.1887 0.0 0.0 0.0
H 1.6464 -3.3326 -1.9054 0.0 0.0 0.0
C 3.1582 -1.5738 3.5745 0.0 0.0 0.0
C 3.5869 -2.0129 2.1782 0.1 -0.1 0.0
As 3.2168 -0.7523 0.7341 0.0 0.0 -0.1
C 4.2014 -1.5079 -0.7842 0.0 0.1 0.0
C 5.5932 -2.0609 -0.5160 0.1 0.0 0.0
C 4.3418 0.7973 1.1518 0.0 0.0 0.1
C 5.5260 0.5622 2.0814 0.1 0.0 0.1
H 3.5183 -2.2900 4.3157 0.0 0.0 0.0
H 2.0776 -1.5090 3.6651 0.0 0.0 0.0
H 3.5645 -0.5968 3.8405 0.0 0.0 0.0
H 3.1154 -2.9595 1.9009 0.0 0.0 0.0
H 4.6649 -2.1802 2.1463 0.0 0.0 0.0
H 4.2403 -0.6884 -1.5061 0.0 0.0 0.0
H 3.5587 -2.2632 -1.2319 0.0 -0.1 0.0
H 6.2769 -1.2915 -0.1578 0.0 0.0 0.0
H 6.0195 -2.4604 -1.4381 0.0 0.0 0.0
H 5.5855 -2.8721 0.2132 0.0 0.0 0.0
H 3.6869 1.5752 1.5428 0.0 0.0 0.0
H 4.6848 1.1511 0.1787 0.0 0.0 0.0
H 5.2165 0.3081 3.0950 0.0 0.0 -0.1
H 6.1287 1.4700 2.1450 0.0 0.0 0.0
H 6.1816 -0.2339 1.7296 0.0 0.0 0.0

***

Record 4
45
Properties=species:S:1:pos:R:3:forces:R:3 method="wB97M-V/def2-TZVPD" spin_multiplicity=1 charge=-1 gap_ev=6.4 smiles="NCCC[C@@](N)(NCCC(F)(F)C(F)(F)C(F)(F)C(F)(F)S(F)(F)(F)(F)F)C(=O)[O-]" lumo_ev=2.04
N 0.2084 2.6488 0.4194 0.1 0.1 -0.2
C -0.9428 3.2336 -0.3080 0.1 -0.2 -0.1
C -2.3009 2.9688 0.3523 0.0 0.2 0.1
C -2.5041 1.6070 1.0150 -0.1 0.0 0.1
C -2.7380 0.3647 0.1101 0.0 0.1 0.0
N -1.8807 0.3151 -1.0768 0.2 -0.1 0.1
N -2.5455 -0.8651 0.8719 0.0 0.1 0.1
C -1.2020 -1.1299 1.3440 0.0 0.1 0.0
C -0.4677 -2.0451 0.3428 -0.1 0.0 0.0
C 0.5997 -2.9428 0.9340 0.1 0.0 -0.1
F 0.2501 -4.2536 0.8068 -0.1 -0.1 0.0
F 0.8199 -2.7392 2.2671 0.0 0.0 0.1
C 2.0040 -2.8545 0.2817 0.1 0.2 0.0
F 1.8858 -2.9822 -1.0595 0.0 0.1 0.0
F 2.7616 -3.8786 0.7163 0.1 -0.1 0.0
C 2.7834 -1.5347 0.6315 -0.1 -0.1 -0.2
F 3.5337 -1.7807 1.7194 0.0 0.0 0.1
F 1.9405 -0.5382 0.9373 0.0 0.1 -0.1
C 3.8238 -1.0608 -0.4553 -0.1 -0.1 0.1
F 4.4439 -2.1438 -0.9301 0.1 0.1 -0.1
F 4.7297 -0.3061 0.1719 0.0 0.1 0.0
S 3.2157 0.0098 -1.9195 -0.3 -0.1 0.0
F 3.4032 -1.1687 -2.9525 0.0 -0.1 0.0
F 1.7068 -0.4187 -1.7124 0.1 0.0 0.1
F 3.0086 1.2219 -0.9091 0.0 0.0 0.0
F 4.7102 0.4693 -2.1830 0.1 0.0 0.0
F 2.7596 0.9464 -3.0964 -0.1 0.1 -0.1
C -4.2272 0.4552 -0.3866 0.0 -0.7 -0.3
O -4.3785 1.2858 -1.3148 -0.2 0.0 0.1
O -5.0582 -0.2981 0.1657 0.3 0.6 0.0
H 0.7611 3.3748 0.8577 -0.1 0.0 0.1
H 0.8337 2.1971 -0.2371 0.0 0.0 0.1
H -0.8094 4.3156 -0.4162 -0.1 0.0 0.0
H -0.9480 2.8293 -1.3223 0.0 0.0 0.1
H -3.0890 3.1257 -0.3880 0.0 0.0 0.0
H -2.4460 3.7279 1.1326 0.0 0.0 0.0
H -3.4016 1.6910 1.6392 0.1 0.0 0.0
H -1.6693 1.4278 1.6982 0.0 0.0 -0.1
H -2.2767 0.9810 -1.7344 -0.1 -0.1 0.0
H -0.9354 0.6065 -0.8453 -0.1 0.1 0.0
H -3.2352 -0.8988 1.6100 -0.1 -0.1 -0.1
H -0.6155 -0.2125 1.4888 0.1 -0.1 0.0
H -1.2494 -1.6163 2.3193 -0.1 -0.1 -0.1
H -0.0447 -1.4514 -0.4619 0.0 0.0 0.0
H -1.2175 -2.6834 -0.1239 0.0 0.0 0.1